Density functional theory data (wB97M-V/def2-TZVPD) for a molecular structure, C37H42BrFGe2IrN3O2Se2 at a distorted geometry.

orbital gap (alpha / beta) = 6.8 / 3.7 eV
LUMO level (alpha / beta) = -5.72 / -9.42 eV
HOMO level (alpha / beta) = -12.51 / -13.16 eV
expectation value of S² = 6.040
energy = -366918.236 eV
total charge = +2
2S+1 = 5
relative energy (zero: lowest compared OMol25 entry of this formula, charge and spin) = 29.2 kcal per mole

Geometry (Å):
1 Ir -0.1018 0.9709 -0.2559
2 Br 6.5176 4.1216 -2.2046
3 C 4.7131 3.7492 -1.8798
4 C 4.2701 2.4354 -1.9070
5 C 2.9364 2.1600 -1.6649
6 C 2.0520 3.1890 -1.4088
7 C 2.5040 4.5027 -1.3473
8 C 3.8351 4.7866 -1.5942
9 N 0.6892 2.8702 -1.0991
10 C -0.2185 3.7387 -1.2989
11 C -1.5356 3.6011 -0.6517
12 C -2.5448 4.5133 -0.8670
13 C -3.7134 4.4052 -0.1187
14 C -3.8191 3.3933 0.8160
15 C -2.7697 2.4944 0.9577
16 N -1.6534 2.5940 0.2389
17 H 4.9724 1.6379 -2.1033
18 H 2.5708 1.1433 -1.6968
19 H 1.8393 5.3091 -1.0639
20 H 4.1947 5.8043 -1.5416
21 H -0.0235 4.6325 -1.8876
22 H -2.4175 5.2986 -1.6004
23 H -4.5209 5.1109 -0.2612
24 H -4.6996 3.2878 1.4342
25 H -2.8313 1.6702 1.6515
26 C 3.4608 -0.5294 -5.0009
27 Se 1.9694 -1.0880 -3.8855
28 C 2.9584 -2.3444 -2.7792
29 C 3.8415 -1.7358 -1.7046
30 Se 2.9354 -1.0244 -0.1103
31 C 3.4437 -2.5219 1.0268
32 H 3.7984 -1.3644 -5.6087
33 H 4.2781 -0.1463 -4.3959
34 H 3.0912 0.2644 -5.6451
35 H 3.5736 -2.9242 -3.4688
36 H 2.2232 -3.0238 -2.3461
37 H 4.4749 -0.9420 -2.0966
38 H 4.4930 -2.5135 -1.3066
39 H 4.5248 -2.6244 0.9781
40 H 2.9500 -3.4346 0.7081
41 H 3.1563 -2.2822 2.0467
42 O 1.8846 2.7923 2.5975
43 N 1.6097 2.5306 1.4921
44 O 0.9698 1.2818 1.4218
45 C -0.6122 1.5792 4.0358
46 Ge 0.2567 -0.0631 3.5293
47 C 2.1441 -0.1767 3.8547
48 C -0.6563 -1.6123 4.3333
49 Ge -0.9319 -0.9247 1.1050
50 C -2.8383 -0.8557 1.4859
51 C -3.3618 -0.4067 2.6995
52 C -4.7327 -0.4097 2.9271
53 C -5.5970 -0.8720 1.9446
54 C -5.0904 -1.3200 0.7321
55 C -3.7206 -1.3034 0.4999
56 C -0.4649 -2.7794 0.8349
57 C -1.0651 -3.5307 -0.1785
58 C -0.8338 -4.8955 -0.2718
59 C -0.0087 -5.5299 0.6476
60 C 0.5949 -4.7936 1.6547
61 C 0.3722 -3.4252 1.7420
62 H 0.1375 2.2133 4.5060
63 H -1.4142 1.3667 4.7423
64 H -1.0157 2.1139 3.1784
65 H 2.4283 0.7112 4.4198
66 H 2.7250 -0.1911 2.9339
67 H 2.3563 -1.0701 4.4411
68 H -1.0777 -1.2278 5.2671
69 H 0.0831 -2.3793 4.5521
70 H -1.4580 -2.0498 3.7442
71 H -2.7046 -0.0564 3.4854
72 H -5.1243 -0.0603 3.8738
73 H -6.6637 -0.8851 2.1243
74 H -5.7610 -1.6901 -0.0326
75 H -3.3511 -1.6411 -0.4612
76 H -1.7217 -3.0677 -0.9018
77 H -1.3124 -5.4678 -1.0558
78 H 0.1590 -6.5963 0.5792
79 H 1.2350 -5.2839 2.3770
80 H 0.8587 -2.8679 2.5301
81 F -3.0958 -1.4913 -4.8985
82 C -2.4764 -0.9926 -3.8455
83 C -3.0803 0.0752 -3.1617
84 C -2.4497 0.5943 -2.0674
85 C -1.1721 0.0923 -1.6481
86 C -0.6392 -1.0375 -2.3469
87 C -1.2684 -1.5628 -3.4432
88 H -4.0315 0.4569 -3.5076
89 H -2.9265 1.4059 -1.5378
90 H 0.2845 -1.4814 -1.9976
91 H -0.8596 -2.4001 -3.9929

Atom charges from the Mulliken analysis, given in e for atoms 1 to 2:
1 Ir 3.249
2 Br -0.149